Here is C9H18BrOP in the gas phase at a distorted geometry from OMol25. Energies are from ωB97M-V with the def2-TZVPD basis set.

ORCA input file:
```
! wB97M-V def2-TZVPD RIJCOSX def2/J DEFGRID3
* xyz 0 1
C 0.4989 0.2092 0.3675
C -0.4612 -1.1142 0.4460
C 0.1101 1.0769 -0.9660
C 0.1795 1.0015 1.6726
C 1.9573 -0.0970 0.4544
C -0.9141 -1.5814 1.8559
C 0.1794 -2.2924 -0.2434
C 0.7250 0.8787 -2.3316
C -0.5449 2.3818 -0.9274
O -2.5991 -1.7086 -1.4037
P -1.9346 -0.5906 -0.7359
Br -3.3887 0.6510 0.2504
H -0.8855 1.2502 1.7603
H 0.8494 1.8540 1.5752
H 0.4266 0.5277 2.5564
H 2.4897 0.7115 0.7540
H 2.3715 -0.1075 -0.6102
H 2.2767 -0.9654 0.9822
H -1.5713 -0.8512 2.3285
H 0.0562 -1.7101 2.4169
H -1.3144 -2.5203 2.0073
H 0.5053 -2.0850 -1.3466
H -0.4858 -3.1954 -0.3098
H 1.0893 -2.6501 0.2836
H -0.0592 1.0690 -3.1839
H 1.1904 -0.1447 -2.5190
H 1.5668 1.7044 -2.3798
H -1.1518 2.4983 0.0082
H -1.2844 2.5721 -1.8534
H 0.1228 3.2276 -0.9092
*
```

Computed properties:
Max |F| in eV Å⁻¹: 4.4
Relative energy (zero: lowest compared OMol25 entry of this formula, charge and spin) in kcal per mole: 42.5
HOMO-LUMO gap (alpha / beta) in eV: 7.430 / 7.093
Energy in eV: -91001.56883
Lowest unoccupied orbital energy (alpha / beta) in eV: -0.3 / -0.6
E_HOMO (alpha / beta) in eV: -7.721 / -7.729